(1)
Entry from OMol25: C8H12N as an isolated structure at a distorted geometry (wB97M-V/def2-TZVPD).

```
21
Properties=species:S:1:pos:R:3
C 1.712 2.662 0.669
C 1.152 1.591 0.603
C 0.139 -1.738 0.467
C -0.353 -2.931 0.369
C -0.369 -0.471 1.121
C 1.466 -1.199 -0.092
C 0.509 0.424 0.280
C -1.378 1.561 -0.892
N -0.194 0.668 -1.020
H 1.820 3.619 1.090
H 0.028 -3.634 -0.370
H -1.430 -3.149 0.654
H -1.399 -0.402 0.933
H -0.071 -0.288 2.171
H 2.241 -1.231 0.686
H 1.635 -1.282 -1.084
H -1.143 2.398 -0.091
H -1.770 1.953 -1.850
H -2.302 0.935 -0.637
H 0.402 0.877 -1.838
H -0.693 -0.362 -1.169
```

Values from the calculation:
HOMO level   -0.4958 Eh
Charge   +1
HOMO-LUMO gap   10.14 eV
F_max   0.1294 Eh/bohr
E   -366.33362 Ha
Relative energy (zero: lowest compared OMol25 entry of this formula, charge and spin)   3.298 eV

Results of the natural (NBO) charge analysis, in e, for atoms 1 through 4: -0.0938, -0.1266, -0.0604, -0.3425

(2)
Entry from OMol25: one molecule with the formula C8H12N2 at a distorted geometry (wB97M-V/def2-TZVPD).

```
22
Properties=species:S:1:pos:R:3
C -2.836 -0.226 -0.155
C -1.744 0.703 0.210
C -0.560 -0.520 0.609
C -1.994 2.068 0.163
C 0.739 -0.942 1.446
C 1.056 -0.356 0.113
C 1.583 1.148 0.014
C 1.494 -1.372 -0.930
N -1.188 -1.708 0.128
N -2.399 -1.493 -0.169
H -3.778 0.092 -0.409
H -1.252 2.740 0.280
H -2.848 2.488 -0.380
H 1.094 -0.572 2.419
H 0.723 -2.055 1.518
H 2.382 1.284 -0.649
H 1.755 1.719 1.009
H 0.626 1.633 -0.354
H 0.922 -2.380 -0.670
H 2.560 -1.391 -1.004
H 1.093 -1.080 -1.912
H -2.905 -2.309 -0.558
```

Values from the calculation:
HOMO level (alpha / beta)   -0.2414 / -0.2415 Eh
HOMO-LUMO gap (alpha / beta)   7.22 / 7.22 eV
F_max   0.0864 Eh/bohr
E   -421.32908 Ha
Relative energy (zero: lowest compared OMol25 entry of this formula, charge and spin)   6.290 eV

Results of the natural (NBO) charge analysis, in e, for atoms 1 through 4: -0.1963, 0.0018, 0.0520, -0.4929

(3)
Entry from OMol25: C8H12N2 as an isolated structure at a distorted geometry (wB97M-V/def2-TZVPD).

```
22
Properties=species:S:1:pos:R:3
C -2.123 0.737 -0.316
C -1.642 1.739 -1.085
C 0.808 -0.144 1.518
C 0.147 0.919 -0.078
C -0.552 -0.811 1.334
C 2.044 -1.018 1.333
C -0.655 -2.165 0.598
C 0.525 2.679 -1.763
N -0.916 0.240 0.324
N -0.254 1.817 -0.936
H -3.177 0.615 0.004
H -2.126 2.438 -1.741
H -1.192 -0.569 2.134
H 2.768 -0.277 1.088
H 2.058 -1.874 0.609
H 2.190 -1.657 2.270
H -0.312 -3.094 1.126
H -0.271 -2.082 -0.370
H -1.743 -2.227 0.404
H 1.047 2.076 -2.549
H -0.205 3.464 -2.159
H 1.337 3.277 -1.174
```

Values from the calculation:
HOMO level   -0.2367 Eh
HOMO-LUMO gap   7.27 eV
F_max   0.0819 Eh/bohr
E   -421.32679 Ha
Relative energy (zero: lowest compared OMol25 entry of this formula, charge and spin)   6.352 eV

Results of the natural (NBO) charge analysis, in e, for atoms 1 through 4: -0.1029, -0.0852, -0.0818, 0.3337

(4)
Entry from OMol25: one molecule with the formula C8H12N2O at a distorted geometry (wB97M-V/def2-TZVPD).

```
23
Properties=species:S:1:pos:R:3
C -1.229 -0.208 -0.907
C 0.779 1.381 -0.439
C 0.470 -0.074 -0.771
C 0.091 -0.222 0.683
C -2.193 -0.275 -1.994
C 1.340 -1.049 -1.470
C 0.560 -1.385 1.559
C 0.184 1.963 2.170
N -1.382 -0.287 0.335
N 0.568 1.157 0.984
O 0.957 2.386 -1.043
H -3.135 -0.107 -1.540
H -2.264 -1.229 -2.549
H -1.971 0.565 -2.604
H 2.336 -1.163 -1.105
H 1.460 -0.643 -2.473
H 0.872 -2.035 -1.418
H 0.650 -1.049 2.654
H 1.446 -1.823 1.213
H -0.197 -2.229 1.410
H -0.808 1.944 2.359
H 0.753 1.463 3.030
H 0.714 2.921 1.915
```

Values from the calculation:
HOMO level (alpha / beta)   -0.1784 / -0.3497 Eh
HOMO-LUMO gap (alpha / beta)   5.66 / 7.09 eV
F_max   0.1191 Eh/bohr
E   -496.53928 Ha
2S+1   3
Relative energy (zero: lowest compared OMol25 entry of this formula, charge and spin)   1.174 eV

Results of the natural (NBO) charge analysis, in e, for atoms 1 through 4: 0.0673, 0.6745, -0.0766, 0.2882

(5)
Entry from OMol25: one molecule with the formula C8H12N2O2 at a distorted geometry (wB97M-V/def2-TZVPD).

```
24
Properties=species:S:1:pos:R:3
C -0.670 1.750 1.517
C 0.003 1.484 0.049
C 1.286 0.676 0.065
C 2.200 1.014 -0.782
N 3.119 1.265 -1.516
C -1.183 0.855 -0.741
C -1.489 -0.471 -0.148
O -2.484 -0.793 0.402
N -0.484 -1.431 -0.095
C -0.487 -2.466 0.990
C 0.560 -1.464 -1.031
O 0.646 -0.943 -2.089
H -0.939 0.846 1.890
H -1.495 2.374 1.172
H -0.098 2.292 2.236
H 0.350 2.391 -0.505
H 1.453 -0.157 0.662
H 3.211 0.841 -2.485
H -0.925 0.686 -1.885
H -2.096 1.558 -0.720
H -0.262 -1.942 1.976
H -1.549 -2.697 0.958
H 0.170 -3.333 0.699
H 1.164 -2.336 -0.620
```

Values from the calculation:
HOMO level   -0.3149 Eh
SMILES string   C[C@@H](C=C=N)CC(=O)N(C)C=O
HOMO-LUMO gap   9.33 eV
F_max   0.0989 Eh/bohr
E   -571.92967 Ha
Relative energy (zero: lowest compared OMol25 entry of this formula, charge and spin)   3.911 eV

Results of the natural (NBO) charge analysis, in e, for atoms 1 through 4: -0.5919, -0.1913, -0.4703, 0.4632

(6)
Entry from OMol25: C8H12N2O3 as an isolated structure at a distorted geometry (wB97M-V/def2-TZVPD).

```
25
Properties=species:S:1:pos:R:3
N 2.872 -0.495 -1.202
N 1.449 -0.368 -1.253
C 0.910 0.852 -1.384
C -0.459 0.999 -1.416
C -1.248 -0.134 -1.288
C -2.734 0.006 -1.168
O -3.476 -0.216 -2.081
O -3.054 0.365 0.039
C -0.669 -1.391 -1.206
C 0.703 -1.479 -1.189
H 3.052 -1.246 -0.542
H 3.205 0.346 -0.739
H 1.547 1.717 -1.434
H -0.922 1.965 -1.493
H -2.167 0.240 0.639
H -1.285 -2.267 -1.118
H 1.186 -2.433 -1.081
C 0.797 0.173 2.501
C -0.543 0.716 1.979
O -1.129 -0.156 1.110
H 1.499 0.002 1.676
H 1.267 0.880 3.194
H 0.654 -0.770 3.032
H -0.313 1.723 1.550
H -1.143 0.967 2.876
```

Values from the calculation:
HOMO level   -0.3019 Eh
HOMO-LUMO gap   7.61 eV
F_max   0.0597 Eh/bohr
E   -647.17527 Ha
Relative energy (zero: lowest compared OMol25 entry of this formula, charge and spin)   2.560 eV

Results of the natural (NBO) charge analysis, in e, for atoms 1 through 4: -0.5902, -0.1281, 0.0416, -0.1931

(7)
Entry from OMol25: a 2-piece molecular cluster, C8H12N2O5 overall at a distorted geometry (wB97M-V/def2-TZVPD).

```
27
Properties=species:S:1:pos:R:3
C -1.648 -1.067 -0.616
C 0.584 2.142 -1.668
C 0.551 -2.425 0.036
C -0.863 -1.085 1.960
C 0.283 0.040 2.080
C -0.472 -1.348 0.444
C 0.741 -0.494 0.774
C 0.039 2.478 -3.121
N 0.868 1.036 -1.142
N 1.551 -1.473 0.457
O -1.336 -0.532 -1.706
O -2.744 -1.367 -0.149
O 0.635 3.267 -0.921
O -2.116 -0.663 2.102
O 1.255 -0.202 3.043
H 0.553 -3.408 0.578
H 0.721 -2.647 -0.985
H -0.531 -1.887 2.565
H -0.184 0.995 2.300
H -0.392 3.502 -3.001
H 0.854 2.613 -3.911
H -0.617 1.695 -3.441
H 0.669 0.221 -1.789
H 2.549 -1.549 0.816
H 0.828 3.072 0.006
H -2.662 -1.027 1.308
H 0.883 0.111 3.982
```

Values from the calculation:
HOMO level   -0.3280 Eh
HOMO-LUMO gap   8.62 eV
F_max   0.0963 Eh/bohr
E   -797.60303 Ha
Relative energy (zero: lowest compared OMol25 entry of this formula, charge and spin)   3.569 eV

Results of the natural (NBO) charge analysis, in e, for atoms 1 through 4: 0.8137, 0.6155, -0.1960, 0.1481

(8)
Entry from OMol25: a 2-piece molecular cluster, C8H12N2S overall at a distorted geometry (wB97M-V/def2-TZVPD).

```
23
Properties=species:S:1:pos:R:3
C -2.947 0.814 -0.757
C -3.143 -0.449 -0.334
C -1.077 0.109 -0.238
C 2.048 -0.254 0.080
C 2.622 0.031 1.436
C 1.322 2.177 -0.363
C -1.411 -2.286 0.199
C 1.380 0.674 -0.676
N -1.625 1.175 -0.661
N -1.850 -1.004 -0.257
S 2.362 -1.830 -0.600
H -3.653 1.456 -1.186
H -4.015 -1.052 -0.278
H 2.760 -0.833 1.972
H 3.733 0.251 1.387
H 2.200 0.874 1.894
H 0.367 2.711 -0.552
H 1.744 2.251 0.654
H 2.027 2.524 -1.013
H -1.258 -3.008 -0.594
H -0.470 -2.066 0.755
H -2.310 -2.667 0.792
H 1.194 0.399 -1.659
```

Values from the calculation:
HOMO level (alpha / beta)   -0.2970 / -0.2969 Eh
HOMO-LUMO gap (alpha / beta)   6.13 / 6.14 eV
F_max   0.0927 Eh/bohr
E   -819.53298 Ha
Relative energy (zero: lowest compared OMol25 entry of this formula, charge and spin)   5.230 eV

Results of the natural (NBO) charge analysis, in e, for atoms 1 through 4: -0.0830, -0.1080, 0.4636, -0.0893